C3H7N3O | ωB97M-V with the def2-TZVPD basis set

Last column: Mulliken charge in e.
Element x y z (Å)
1 O -0.107 1.926 -0.964  -0.571
2 N -0.635 -0.159 -0.148  -0.195
3 N 1.574 0.669 0.117  -0.148
4 N -2.684 -1.204 -0.299  -0.592
5 C -1.973 -0.190 -0.550  0.008
6 C 2.196 -0.672 0.433  -0.973
7 C 0.164 0.892 -0.403  0.411
8 H -0.200 -0.981 0.273  0.266
9 H 2.023 -1.294 -0.454  0.265
10 H -3.626 -1.067 -0.660  0.271
11 H 1.656 1.248 0.957  0.320
12 H 1.636 -1.072 1.291  0.244
13 H -2.272 0.723 -1.070  0.341
14 H 2.157 1.152 -0.571  0.354

The value obtained for the orbital gap is 7.64 eV.

C3H6N2S | ωB97M-V with the def2-TZVPD basis set

Last column: Mulliken charge in e.
Element x y z (Å)
1 S -1.376 -1.599 -0.192  -0.142
2 N 2.368 -0.508 -0.269  -0.650
3 N -0.008 -0.561 0.023  -0.144
4 C 1.262 -1.117 -0.067  0.120
5 C -1.187 1.543 -0.290  -0.789
6 C -0.167 0.844 0.207  -0.057
7 H -1.862 1.051 -1.046  0.203
8 H 1.224 -2.173 0.095  0.413
9 H 2.259 0.512 -0.526  0.266
10 H 0.552 1.260 0.931  0.386
11 H -1.645 -1.816 1.098  0.146
12 H -1.421 2.564 0.034  0.246

As for the SMILES: [H]/N=C\N(S)C=C. The value obtained for the orbital gap is 9.51 eV.

C26H24Be2CsFIKN3O13 | ωB97M-V with the def2-TZVPD basis set

Last column: Mulliken charge in e.
Element x y z (Å)
1 Cs 3.872 -1.238 4.304  0.888
2 I -2.527 -0.783 -2.232  0.154
3 K 0.396 2.409 0.044  1.007
4 F -4.611 -0.507 0.207  -0.190
5 O -4.611 2.617 0.485  -0.309
6 O -1.408 4.285 5.462  -0.620
7 O -2.744 1.080 2.340  -0.359
8 O 2.837 -0.460 -0.664  -0.622
9 O -0.177 0.977 1.168  -1.246
10 O 1.038 4.422 4.079  -0.609
11 O -4.407 5.085 -4.964  -0.597
12 O -4.852 -3.468 -1.191  -0.339
13 O -5.514 2.672 2.308  -0.335
14 O 4.536 0.737 -1.600  -0.337
15 O -6.679 1.903 0.618  -0.447
16 O -4.999 4.545 -2.948  -0.598
17 O 4.926 -1.314 -0.957  -0.221
18 N -3.622 -2.614 0.873  -0.406
19 N 6.443 -3.614 1.840  -0.366
20 N -4.893 4.312 -4.147  1.033
21 C -5.755 1.488 -6.455  -0.441
22 C 6.507 -4.129 4.192  -0.568
23 C 5.865 -4.071 2.968  -0.537
24 C 3.981 -0.358 -1.035  0.679
25 C -3.439 -1.126 0.830  0.735
26 C 8.447 -3.219 3.117  -0.567
27 C -6.468 0.912 -4.220  -0.470
28 C -5.980 2.127 -3.746  -0.375
29 C -0.806 -1.573 0.317  0.227
30 C 0.157 3.630 3.779  0.183
31 C -5.660 2.371 1.109  0.894
32 C -0.648 -2.934 -0.576  -1.032
33 C 7.719 -3.197 1.939  -0.104
34 C 7.826 -3.694 4.265  -0.090
35 C -1.198 3.548 4.476  0.108
36 C -2.051 2.643 3.907  -0.580
37 C -5.266 2.706 -5.991  -0.332
38 C 4.476 -2.534 -0.373  -0.798
39 C -4.486 -2.987 -0.083  0.671
40 C -1.805 1.777 2.747  0.078
41 C 3.637 1.836 -1.741  -0.599
42 C 0.429 2.687 2.670  -0.429
43 C -2.131 -0.712 -0.049  -0.529
44 C -5.386 3.021 -4.637  0.005
45 C -6.358 0.596 -5.572  -0.423
46 C -0.412 1.784 2.118  1.010
47 Be 6.703 0.347 -1.694  0.243
48 Be 5.163 -1.604 1.795  -0.049
49 H -5.669 1.234 -7.507  0.380
50 H 3.672 -2.976 -0.968  0.392
51 H -6.745 -0.351 -5.939  0.386
52 H -6.073 2.360 -2.690  0.561
53 H 1.438 2.769 2.280  0.531
54 H 9.473 -2.874 3.139  0.412
55 H -6.938 0.212 -3.536  0.427
56 H 8.362 -3.725 5.207  0.411
57 H 4.144 -2.363 0.666  0.352
58 H -3.044 2.521 4.326  0.471
59 H 0.096 -0.871 0.089  -0.148
60 H 4.836 -4.403 2.859  0.627
61 H 0.031 -3.639 0.057  0.283
62 H -0.721 -1.793 1.458  0.331
63 H 2.801 1.569 -2.392  0.308
64 H 4.181 2.662 -2.202  0.272
65 H -4.801 3.393 -6.691  0.441
66 H 5.993 -4.504 5.069  0.456
67 H -1.704 -3.383 -0.749  0.243
68 H 8.159 -2.832 1.016  0.428
69 H 5.315 -3.230 -0.358  0.232
70 H -0.217 -2.734 -1.627  0.317
71 H -1.932 0.414 0.173  0.375
72 H 3.279 2.161 -0.761  0.124

As for the charge: +1. The value obtained for the orbital gap is 2.68 eV.

C24H48O9P3S | ωB97M-V with the def2-TZVPD basis set

Last column: Mulliken charge in e.
Element x y z (Å)
1 S -5.944 2.927 -4.290  -0.238
2 P -3.344 2.707 -1.992  0.527
3 P -4.062 3.209 -4.060  0.132
4 P -2.292 4.533 -1.382  0.867
5 O 4.873 2.459 -0.524  -0.284
6 O -1.802 4.345 0.112  -0.486
7 O 4.361 -2.733 -0.889  -0.233
8 O -0.987 4.524 -2.260  -0.384
9 O -3.284 5.590 -1.612  -0.616
10 O 0.095 -2.038 2.106  -0.254
11 O -5.320 0.635 -1.954  -0.491
12 O 5.032 -5.551 -1.406  -0.382
13 O 0.584 -1.999 4.998  -0.382
14 C 0.105 1.666 -1.676  -0.440
15 C 3.718 -5.056 -1.243  -0.636
16 C 3.590 -3.616 -1.688  -0.469
17 C -6.183 -0.360 0.723  -0.511
18 C -6.944 -0.729 1.822  -0.641
19 C 5.798 -5.558 -0.215  -0.668
20 C -4.749 2.664 -0.856  -1.221
21 C -7.186 1.843 0.779  -0.179
22 C -0.897 -3.025 2.331  -0.809
23 C -6.302 0.931 0.204  0.337
24 C -7.828 0.177 2.393  -0.428
25 C -0.048 -0.895 2.932  -0.358
26 C 5.602 -2.374 -1.472  -0.951
27 C 0.888 -0.933 4.121  -0.616
28 C -5.478 1.316 -0.969  0.619
29 C -2.420 1.151 -1.941  -0.938
30 C 4.626 1.390 0.370  -0.744
31 C -7.956 1.459 1.868  -0.660
32 C -1.029 1.166 -2.596  -0.987
33 C 5.730 3.464 -0.023  -0.759
34 C 2.534 1.295 -1.097  -0.820
35 C 1.425 -3.131 4.847  -0.688
36 C 1.192 0.608 -1.412  -0.591
37 C 3.368 0.596 -0.031  0.400
38 H 0.775 -0.002 4.685  0.378
39 H -3.618 4.535 -4.138  0.129
40 H -1.061 -3.195 3.397  0.382
41 H 6.231 3.154 0.898  0.348
42 H -8.426 -0.109 3.248  0.400
43 H -0.547 -3.949 1.873  0.228
44 H -2.335 0.858 -0.889  0.563
45 H 0.585 2.537 -2.120  0.384
46 H 6.493 3.691 -0.769  0.237
47 H -5.501 -1.065 0.264  0.446
48 H -2.498 4.622 0.729  0.380
49 H -1.082 -0.788 3.276  0.392
50 H 2.542 -3.312 -1.592  0.322
51 H 1.925 -0.997 3.777  0.348
52 H 0.878 -0.043 -0.593  0.126
53 H 4.519 1.782 1.388  0.458
54 H 3.396 -5.153 -0.201  0.350
55 H -5.401 3.512 -1.079  0.538
56 H 2.335 2.311 -0.747  0.427
57 H 0.200 -0.020 2.319  0.255
58 H -4.365 2.776 0.162  0.619
59 H 2.737 0.466 0.854  -0.101
60 H 3.055 -5.671 -1.860  0.385
61 H 1.304 0.017 -2.323  0.502
62 H 5.490 -6.379 0.441  0.325
63 H -1.847 -2.738 1.864  0.258
64 H 6.219 -1.945 -0.684  0.254
65 H 2.405 -2.950 5.300  0.321
66 H 5.160 4.374 0.187  0.254
67 H 6.838 -5.709 -0.500  0.247
68 H 5.462 -1.624 -2.259  0.295
69 H 3.102 1.369 -2.025  0.270
70 H -1.045 1.711 -3.543  0.217
71 H 3.874 -3.523 -2.741  0.399
72 H -0.826 0.125 -2.856  0.595
73 H 5.493 0.719 0.365  0.352
74 H 0.947 -3.960 5.364  0.258
75 H 6.115 -3.241 -1.891  0.488
76 H -3.146 2.481 -4.835  0.136
77 H 3.667 -0.400 -0.358  -0.264
78 H -0.315 1.985 -0.716  0.343
79 H -6.854 -1.730 2.222  0.410
80 H -0.582 5.409 -2.288  0.373
81 H -3.081 0.427 -2.417  0.637
82 H -8.655 2.159 2.307  0.405
83 H 5.709 -4.614 0.328  0.260
84 H 1.560 -3.395 3.795  0.285
85 H -7.295 2.837 0.362  0.368

As for the charge: +1. The value obtained for the orbital gap is 7.62 eV.